[1]
137
Properties=species:S:1:pos:R:3:forces:R:3 method="wB97M-V/def2-TZVPD" energy_ha=-6535.54044 charge=+1 multiplicity=1 mol_weight_da=1108.84 e_homo_ha=-0.348
C -5.16902 -2.39592 -2.68927 -0.391 -0.310 -0.542
C -5.06363 -3.87465 -2.29858 -0.230 0.859 0.230
C -4.30453 -4.12506 -0.98006 0.164 -0.866 -1.147
C -2.94495 -4.81416 -1.29332 -0.628 0.753 1.358
C -1.86578 -4.49074 -0.21753 -0.694 -0.070 -1.391
C -0.67292 -3.70683 -0.85681 -2.351 -1.580 1.994
N -0.21028 -4.60851 -1.89866 2.025 0.443 -0.340
C 0.95962 -4.55824 -2.27620 2.254 1.097 -1.456
O 2.06447 -4.42691 -2.72350 -3.449 -0.878 1.329
C 0.35470 -3.36564 0.23292 0.954 1.052 -0.760
C 1.01157 -4.57122 0.91291 0.293 -0.226 -0.442
C 2.47251 -4.82796 0.51630 0.237 -0.828 0.979
O 3.26514 -3.64131 0.51785 -0.659 0.040 -0.536
C 3.96140 -3.41950 -0.62265 0.258 1.131 -1.190
O 4.62713 -4.21713 -1.20219 0.149 -1.180 0.336
C 3.84413 -2.00998 -1.16601 0.516 0.682 1.446
C 5.10143 -1.55640 -1.90562 -0.923 -0.300 -0.278
C -0.16378 -2.29858 1.23375 -0.048 -1.383 1.276
Br 1.47324 -1.56911 2.08480 -0.150 0.276 -0.277
C -0.93132 -2.94535 2.43550 -0.335 0.149 0.301
B -2.22881 -2.15536 2.89914 -0.199 0.140 0.180
O -2.08253 -0.97707 3.55486 0.718 -0.414 -2.300
O -3.51049 -2.67236 2.68813 0.714 -0.045 -0.837
N -1.01696 -1.25862 0.62718 1.433 -0.612 -0.287
C -0.61548 0.15425 0.78489 -0.969 1.414 -0.381
C 0.51120 0.67888 -0.13557 -0.022 0.001 0.553
C -0.03623 1.79922 -1.03290 1.185 -0.691 0.564
C 1.08378 2.30724 -1.94411 -0.734 -0.862 -0.419
C 0.78045 3.53261 -2.80704 0.845 -0.367 1.437
F 1.16387 3.39624 -4.06832 -0.265 -0.496 -1.062
F 1.57732 4.51871 -2.32596 -0.013 0.795 0.449
C -0.64648 4.12570 -2.73380 0.171 0.454 -1.142
F -0.56323 5.33512 -3.27559 0.118 0.654 -0.586
F -1.03340 4.31954 -1.49812 -0.277 -0.049 1.117
S -2.03276 3.26938 -3.67152 -0.365 0.772 -1.419
F -1.15699 1.98483 -3.93522 0.248 -0.601 0.506
F -2.65276 2.66645 -2.35545 0.071 -0.432 0.469
F -2.92316 4.55957 -3.49879 -0.281 0.171 0.454
F -1.49200 3.87697 -5.02170 0.321 -0.039 -0.258
F -3.19636 2.59494 -4.47592 -0.262 -0.191 -0.074
C -1.69378 -1.58225 -0.47679 -0.426 -0.385 0.041
N -2.85322 -0.98179 -0.65825 -0.062 0.580 -0.158
N -1.31395 -2.51878 -1.44587 1.504 0.809 0.052
C -0.43364 -1.79001 -2.42145 -0.718 -0.703 -1.417
C -0.78888 -2.27283 -3.85019 -0.454 0.084 0.105
N -1.20302 -1.14824 -4.69912 0.510 -0.334 0.095
H -5.90692 -2.31620 -3.48530 -0.061 0.137 -0.136
H -5.54448 -1.76257 -1.88743 0.156 0.037 0.218
H -4.25117 -1.99947 -3.12576 0.235 0.082 0.237
H -6.07806 -4.25922 -2.24857 -0.123 -0.111 0.153
H -4.59925 -4.38889 -3.13528 0.148 -0.270 0.007
H -4.15623 -3.20608 -0.42205 -0.112 0.154 0.072
H -4.91802 -4.80741 -0.39971 0.078 0.099 0.483
H -3.14953 -5.87711 -1.26028 0.247 -0.231 -0.551
H -2.65417 -4.46421 -2.27341 0.353 -0.335 -0.210
H -2.37738 -3.91471 0.55125 0.282 0.038 0.251
H -1.54119 -5.44688 0.17470 0.358 0.140 0.408
H 1.17160 -2.84045 -0.28156 -0.014 0.036 -0.107
H 0.97673 -4.54640 1.99541 -0.206 0.368 0.093
H 0.48383 -5.47433 0.61874 -0.108 -0.173 0.093
H 2.58156 -5.39525 -0.40182 0.047 0.308 -0.363
H 2.87656 -5.48326 1.28487 0.089 -0.127 0.061
H 3.72704 -1.37391 -0.28312 -0.251 0.158 -0.016
H 2.93268 -1.87845 -1.74878 -0.069 -0.315 -0.162
H 4.89687 -0.59735 -2.36835 0.182 0.260 0.001
H 5.92417 -1.47196 -1.20699 0.275 -0.019 -0.068
H 5.31289 -2.26457 -2.69843 0.343 -0.078 -0.035
H -0.28442 -2.98647 3.30452 0.193 -0.046 0.064
H -1.21135 -3.97332 2.23128 0.041 -0.070 -0.227
H -2.93627 -0.59980 3.80366 -0.021 0.004 0.227
H -4.02300 -2.05193 2.16351 -0.603 -0.029 0.401
H -1.48354 0.74746 0.50692 -0.264 -0.047 0.203
H -0.44540 0.42777 1.81361 0.026 -0.446 0.403
H 1.03308 -0.10391 -0.68257 -0.059 -0.177 -0.119
H 1.24058 1.13412 0.53160 0.222 -0.111 -0.094
H -0.90920 1.39825 -1.53485 -0.134 0.384 -0.299
H -0.28549 2.58337 -0.32825 -0.499 -0.078 -0.226
H 1.94097 2.52640 -1.31869 0.119 0.364 0.017
H 1.41712 1.50477 -2.60183 -0.108 -0.048 -0.230
H -3.35851 -0.67342 0.15359 0.186 0.758 -0.008
H -3.21704 -0.74857 -1.57205 -0.239 -0.645 -0.082
H -0.70534 -0.73741 -2.40558 0.303 0.196 0.130
H 0.63190 -1.95304 -2.26513 0.051 0.256 0.546
H -1.65462 -2.92018 -3.75803 -0.078 -0.177 0.074
H 0.00597 -2.88951 -4.27480 0.194 0.110 -0.017
H -1.71659 -1.53499 -5.48126 -0.103 0.159 -0.114
H -0.36482 -0.74215 -5.10344 -0.140 0.265 -0.083
N 2.61955 1.85769 2.64425 -0.006 0.102 0.026
C 2.55137 2.51111 3.84548 0.011 -0.097 -0.046
C 2.87401 3.82441 3.63081 -0.073 0.025 -0.002
C 3.14361 3.97281 2.24188 -0.083 0.049 -0.050
C 2.97849 2.74199 1.66108 -0.063 -0.040 0.013
H 2.43592 0.87996 2.50731 0.003 0.000 0.016
H 2.28109 1.98436 4.74479 0.053 0.009 0.031
H 2.91309 4.59409 4.38283 0.013 0.007 -0.002
H 3.42925 4.87719 1.73098 0.029 -0.003 0.006
H 3.08778 2.42141 0.63879 0.134 0.023 0.034
N -1.22762 8.33129 -3.38850 -0.019 0.132 -0.001
C -1.32733 9.14267 -2.29054 0.011 -0.068 0.018
C -0.93533 10.40069 -2.66053 -0.006 0.011 0.019
C -0.58966 10.34816 -4.03786 0.004 0.009 -0.017
C -0.78279 9.06002 -4.45806 0.011 -0.061 -0.006
H -1.44748 7.35498 -3.40641 -0.037 -0.009 -0.018
H -1.66648 8.75556 -1.34475 0.001 0.024 0.009
H -0.90085 11.26373 -2.01724 -0.004 0.003 -0.002
H -0.24031 11.16340 -4.64867 -0.003 0.002 0.000
H -0.64208 8.60026 -5.42129 0.009 0.020 -0.008
N 7.76334 -3.14456 1.12581 -0.020 0.144 0.021
C 7.67955 -2.11217 2.02321 -0.093 -0.047 -0.025
C 8.95239 -1.71317 2.32720 -0.001 0.049 0.003
C 9.84111 -2.53145 1.57966 0.018 0.003 -0.012
C 9.07873 -3.40021 0.84741 -0.059 -0.085 -0.045
H 6.97637 -3.62405 0.72887 0.051 -0.087 -0.051
H 6.72379 -1.75387 2.36701 0.011 -0.003 0.037
H 9.21863 -0.92218 3.00797 0.004 -0.001 0.001
H 10.91694 -2.48574 1.57977 0.002 -0.002 0.002
H 9.35684 -4.17665 0.15573 0.019 -0.001 0.011
N -0.40379 3.48878 2.36013 -0.070 -0.155 -0.050
C -0.91853 2.90142 3.48112 0.038 -0.059 -0.023
C -2.26412 2.71995 3.28332 0.040 -0.127 0.083
C -2.57322 3.21968 1.99209 -0.063 -0.147 -0.149
C -1.40345 3.68039 1.44654 0.139 0.157 0.064
H 0.56651 3.73622 2.22925 0.054 0.059 0.090
H -0.28182 2.66379 4.31536 -0.027 0.037 0.037
H -2.95221 2.27618 3.98396 -0.023 0.028 0.023
H -3.53970 3.23172 1.51524 -0.022 0.081 0.018
H -1.19481 4.13118 0.49314 -0.147 0.127 0.339
N -3.61732 0.57628 6.31916 -0.155 -0.166 0.070
C -2.81822 -0.39066 5.77085 0.013 0.592 1.066
C -3.49454 -1.58081 5.83448 -0.235 -0.002 0.211
C -4.75427 -1.31965 6.43999 0.019 -0.056 0.017
C -4.79952 0.01776 6.72467 0.011 0.137 0.050
H -3.37460 1.54556 6.41003 0.018 0.020 0.057
H -1.84116 -0.15004 5.38631 -0.130 0.077 0.497
H -3.12778 -2.53336 5.48714 -0.073 0.023 0.073
H -5.53509 -2.03276 6.64343 0.006 -0.002 0.005
H -5.56742 0.61870 7.18032 -0.027 -0.020 -0.010

[2]
152
Properties=species:S:1:pos:R:3:forces:R:3 method="wB97M-V/def2-TZVPD" energy_ha=-5437.75500 multiplicity=1 e_above_lowest_ev=0.000 mol_weight_da=1287.07 e_homo_ha=-0.288
Ca 0.60303 1.99388 -0.00463 1.032 0.886 0.582
N 1.96482 4.57301 -0.57662 1.434 1.473 0.863
O 2.58321 5.60819 -0.83552 -0.290 -0.092 -0.239
O 1.76111 4.23926 0.60008 -0.383 -0.534 1.023
O 1.57445 3.81086 -1.45681 -0.802 -1.327 -1.844
N -0.25678 -0.72526 0.63500 1.344 1.878 -1.843
O 0.79587 -0.60011 0.01709 2.504 -1.035 -0.960
O -0.85676 0.33650 0.75299 -3.055 1.407 1.405
O -0.67085 -1.77843 0.99465 -1.490 -2.958 1.408
C 7.34362 1.57239 -1.21838 0.346 0.770 -0.515
C 6.23412 0.60839 -1.03068 -0.882 -1.405 0.935
C 6.10531 0.09197 0.41631 1.985 0.795 -0.795
O 4.78168 0.27369 0.75149 -2.333 0.359 0.537
C 4.11325 0.96815 -0.21988 -2.152 -0.654 0.148
O 2.93851 1.31668 -0.18843 3.107 -0.824 0.160
O 4.87980 1.04383 -1.28924 0.728 1.151 -1.107
H 7.31869 2.40619 -0.51676 -0.244 -0.020 0.069
H 7.39938 1.99049 -2.22346 -0.109 -0.084 -0.047
H 8.27951 1.04227 -1.04179 0.028 -0.106 0.018
H 6.36623 -0.33365 -1.56285 0.068 0.491 -0.969
H 6.70785 0.70855 1.08330 0.181 -0.280 0.187
H 6.48098 -0.92751 0.32888 -0.641 -0.237 1.136
C 3.66976 0.71093 6.09302 0.342 -0.116 -1.471
C 3.76652 0.38085 4.59619 0.050 0.685 2.162
C 2.95947 -0.83685 4.28970 0.733 -0.201 -0.513
O 2.31277 -0.45724 3.08719 -0.482 -0.246 -0.886
C 2.28511 0.88767 2.99795 -2.240 0.753 -1.466
O 1.56310 1.49103 2.20789 2.027 -1.291 1.875
O 3.06146 1.41688 3.93661 -0.249 0.815 -1.030
H 4.10786 1.70829 6.13100 0.101 -0.161 0.948
H 4.18971 -0.09490 6.61109 0.147 0.435 0.465
H 2.61031 0.72764 6.34869 0.122 0.137 0.210
H 4.80982 0.41788 4.28278 -0.059 -0.362 -0.303
H 2.22338 -0.97247 5.08210 -0.047 -0.414 -0.210
H 3.60775 -1.69338 4.10480 -0.372 -0.229 0.120
C -3.97057 5.80571 2.67227 1.096 1.020 1.156
C -3.04026 4.83246 3.48052 -3.500 0.096 -0.820
C -3.63217 3.41971 3.43729 0.419 0.018 0.882
O -2.59123 2.72099 2.74941 -3.980 -3.868 0.644
C -1.62381 3.44895 2.44300 4.575 0.367 -2.638
O -0.66482 3.07920 1.76700 -1.790 0.983 1.564
O -1.79760 4.66329 2.90504 1.682 2.267 0.096
H -3.43230 6.75217 2.62154 0.235 0.096 -0.456
H -4.81949 6.11880 3.28007 -0.264 -0.560 0.155
H -4.33184 5.53804 1.67932 0.376 -0.551 0.253
H -3.02712 5.12438 4.53062 0.654 0.476 -0.210
H -4.59526 3.30808 2.93920 0.330 0.026 -0.251
H -3.70762 3.06598 4.46554 0.051 -0.562 -0.165
C 3.56361 -2.53593 -1.09349 -0.414 0.334 0.445
C 3.24711 -2.57874 0.39873 0.644 -0.148 0.021
C 2.43237 -3.78737 0.93454 -1.599 1.045 -1.836
O 3.15277 -4.25286 2.02486 -1.165 -0.888 0.313
C 4.27856 -3.61861 2.11913 3.316 0.407 1.180
O 5.05321 -3.80521 3.03362 -0.606 0.578 -1.083
O 4.51035 -2.77967 1.06332 -0.058 -0.862 1.266
H 2.67685 -2.16528 -1.60768 0.048 -0.332 -0.286
H 3.93868 -3.49702 -1.44526 -0.495 -0.154 -0.058
H 4.37040 -1.83948 -1.32184 -0.026 0.304 0.333
H 2.88021 -1.64733 0.82995 -0.369 0.040 -0.560
H 2.24648 -4.54271 0.17101 0.590 -0.360 0.019
H 1.42861 -3.49153 1.23960 0.085 0.288 0.270
C -3.37626 -1.52838 4.01534 0.968 -0.920 0.529
C -2.29459 -1.30269 5.12619 -1.106 -2.117 -2.164
C -0.88186 -1.81463 4.74603 -1.667 -1.820 -0.626
O -0.14658 -0.67111 4.57212 0.808 1.918 0.052
C -0.93115 0.41712 4.78878 2.512 2.726 0.067
O -0.54561 1.57109 4.73342 -0.499 -2.101 -0.117
O -2.12688 0.06469 5.15884 -1.243 1.257 1.402
H -4.33402 -1.18222 4.40388 -0.030 -0.031 -0.320
H -3.39412 -2.58858 3.76287 -0.401 -0.260 0.381
H -3.10957 -1.08455 3.05618 0.133 0.576 0.351
H -2.67918 -1.78575 6.02444 0.183 0.698 0.423
H -0.97376 -2.30973 3.77931 0.204 -0.250 -0.082
H -0.43975 -2.52538 5.44422 0.089 0.299 0.195
C -3.33810 7.17756 -0.88959 -0.715 0.089 0.773
C -3.58539 5.65810 -0.95343 0.680 1.274 -1.783
C -3.57749 5.04344 -2.39322 -1.376 1.284 0.446
O -2.70827 3.93083 -2.31747 -0.375 -0.075 -0.083
C -2.04303 3.98625 -1.15841 0.557 0.471 0.592
O -1.14966 3.24097 -0.87552 -1.157 0.406 -0.358
O -2.45806 5.03065 -0.39533 0.942 -1.532 0.404
H -2.41140 7.57198 -1.30641 0.065 -0.605 -0.218
H -3.34270 7.45449 0.16464 0.234 -0.068 0.153
H -4.15926 7.77980 -1.27832 -0.179 -0.314 -0.404
H -4.48922 5.37307 -0.41496 0.134 -0.062 -0.005
H -3.26968 5.72348 -3.18751 0.481 0.083 0.224
H -4.62183 4.82140 -2.61266 0.166 -0.892 -0.221
C 2.79559 0.50473 -4.41610 1.424 0.332 0.130
C 4.28505 0.43283 -4.93521 -2.480 -1.734 -0.495
C 4.40531 -0.54291 -6.15959 -0.664 -0.674 1.693
O 5.00464 0.19486 -7.16312 0.901 0.557 -1.025
C 5.04658 1.48898 -6.81034 1.655 2.372 -2.130
O 5.43353 2.40290 -7.54522 -1.295 -2.639 2.201
O 4.68141 1.61399 -5.53702 0.158 2.227 0.340
H 2.45903 -0.44639 -4.00356 0.236 -0.303 -0.154
H 2.09223 0.81696 -5.18804 0.243 0.121 -0.023
H 2.78402 1.18932 -3.56799 -0.266 0.263 -0.142
H 4.91079 0.19653 -4.07456 0.314 -0.001 -0.250
H 3.43035 -0.81743 -6.56231 -0.137 -0.387 0.458
H 4.99312 -1.40938 -5.85660 0.004 -0.124 -0.507
C -3.71545 0.70667 -4.41383 1.794 -1.104 -0.692
C -2.24142 0.16087 -4.56003 -0.644 0.716 1.762
C -1.30305 1.06077 -5.26884 -0.208 0.320 -3.507
O -0.23559 1.38165 -4.44083 0.815 1.463 -0.217
C -0.50747 0.95619 -3.23420 1.874 -0.193 2.031
O 0.16420 1.13674 -2.23493 -1.043 -0.237 -1.713
O -1.53701 0.15552 -3.30111 -2.191 -1.683 2.052
H -3.77332 1.73901 -4.06882 0.245 -0.200 0.342
H -4.25908 -0.00882 -3.79688 -0.256 0.341 -0.069
H -4.07397 0.69157 -5.44306 -0.441 -0.101 0.028
H -2.19313 -0.86504 -4.92512 -0.375 0.046 -0.028
H -1.82386 1.94519 -5.63582 0.281 0.276 0.120
H -0.89378 0.53291 -6.13022 0.094 0.257 -0.226
C -2.33327 -3.38243 -2.20134 -0.624 0.575 -0.940
C -1.13882 -3.62536 -3.09208 0.474 -0.466 0.929
C 0.23267 -3.08841 -2.63398 -0.359 0.871 0.418
O 1.00589 -4.26381 -2.34021 0.097 0.793 -0.140
C 0.35829 -5.34838 -2.76826 0.570 -2.813 -1.049
O 0.86261 -6.45901 -2.91149 -1.354 2.782 0.755
O -0.93919 -5.05945 -3.07506 0.884 0.056 -0.365
H -2.60481 -2.32724 -2.23189 0.245 0.227 0.432
H -2.25967 -3.76751 -1.18428 0.297 0.152 -0.117
H -3.17065 -3.85361 -2.71602 -0.143 -0.344 0.256
H -1.32827 -3.29970 -4.11489 -0.184 -0.183 -0.032
H 0.20519 -2.38334 -1.80318 -0.313 -0.658 0.836
H 0.69830 -2.40714 -3.34611 0.379 -0.796 -0.790
C -1.42742 -6.60508 0.20827 -0.418 -0.726 -0.941
C -1.36124 -5.49901 1.23866 0.229 -0.012 -4.781
C -2.64031 -5.02024 1.83799 0.134 0.025 -1.838
O -2.29810 -4.95440 3.16283 0.295 -0.423 2.745
C -1.07643 -5.56291 3.38750 1.802 1.275 4.547
O -0.51350 -5.64096 4.50382 -2.563 0.058 -4.144
O -0.52286 -5.84908 2.22882 1.556 -1.239 2.498
H -2.09845 -7.42879 0.45183 -0.283 0.137 0.339
H -0.49654 -7.11536 -0.03906 0.450 0.434 0.514
H -1.73207 -6.23247 -0.76972 -0.356 0.235 0.051
H -0.93466 -4.63637 0.72682 0.458 0.148 -0.059
H -3.46295 -5.68801 1.58217 -0.300 0.097 0.511
H -2.73875 -4.03277 1.38710 -0.908 0.195 0.518
C -5.04386 -1.35952 0.83634 0.379 0.020 0.319
C -4.15159 -0.15715 0.66654 -1.265 0.430 -0.463
C -3.83633 0.22077 -0.77091 1.104 -1.373 0.147
O -4.13672 1.57743 -0.89997 -0.252 1.414 0.399
C -4.71274 2.00521 0.25114 -0.004 1.074 0.206
O -4.99687 3.14122 0.53550 0.170 -0.272 -0.969
O -4.93118 1.00866 1.07486 0.327 -0.936 0.773
H -5.76533 -1.50548 0.03243 0.048 0.237 -0.052
H -5.58253 -1.16837 1.76446 -0.023 -0.567 0.094
H -4.40950 -2.24378 0.89785 -0.205 -0.169 0.217
H -3.23945 -0.20488 1.26135 -0.125 0.152 0.032
H -4.41588 -0.34367 -1.50140 0.040 -0.079 0.001
H -2.76352 0.04856 -0.85759 0.012 0.203 -0.736